No. 1
# CH4Br2Si

A 2-piece molecular cluster, CH4Br2Si overall (wB97M-V/def2-TZVPD, the Open Molecules 2025 dataset).

Lowest unoccupied orbital energy in eV: -0.57
Energy in eV: -149064.5429
Energy above the lowest of the compared OMol25 structures with the same formula, charge and spin in kJ/mol: 162.0
HOMO in eV: -9.1

Each line ends with the Löwdin charge.
Cartesian coordinates (Å):
Br1 0.12851 1.69911 -2.14039  0.1545
Br2 1.55367 1.83112 1.11617  0.1987
Si1 -0.25300 1.13636 0.01504  -0.1518
C1 0.00381 -1.55403 0.14696  -0.0314
H1 -0.59869 -1.85335 -0.63881  -0.0565
H2 1.10322 -1.65356 0.08078  0.0038
H3 -0.43906 -1.58887 1.15551  -0.0216
H4 -1.49845 1.98321 0.26474  -0.0956

No. 2
# C5H11NO

A 2-piece molecular cluster, C5H11NO overall (wB97M-V/def2-TZVPD, the Open Molecules 2025 dataset).

Multiplicity: 2
Lowest unoccupied orbital energy (spin up / spin down) in eV: 2.96 / 2.89
Energy in eV: -8897.2965
Total charge: -1
Energy above the lowest of the compared OMol25 structures with the same formula, charge and spin in kJ/mol: 276.5
HOMO (spin up / spin down) in eV: 0.6 / -1.2

Each line ends with the Löwdin charge.
Cartesian coordinates (Å):
O1 -0.90957 -3.46011 3.17399  -0.0596
N1 -0.07799 1.51669 -3.93995  -0.0578
C1 0.66594 1.42045 -2.71606  -0.3463
C2 0.51916 0.59866 -0.32170  -0.2364
C3 0.19751 -0.31037 2.06578  -0.2063
C4 -0.02449 1.16836 -1.51255  -0.2633
C5 -0.25708 0.39053 0.80405  -0.2781
H1 -0.78085 0.81069 -4.00655  0.0256
H2 -0.34597 -3.66117 3.92714  0.0282
H3 0.37867 -1.38939 2.00811  0.0296
H4 -1.38333 -4.29133 3.06138  0.0265
H5 1.67498 1.83985 -2.73739  0.0393
H6 -1.26801 0.78853 0.89379  0.0525
H7 1.15768 0.11575 2.42319  0.0423
H8 -0.47629 -0.05187 2.88560  0.0417
H9 -0.95069 1.70070 -1.29897  0.0640
H10 0.31186 2.13641 -4.61515  0.0204
H11 1.56846 0.67763 -0.09470  0.0776

No. 3
# C38H92O30S6

A 14-piece molecular cluster, C38H92O30S6 overall (wB97M-V/def2-TZVPD, the Open Molecules 2025 dataset).

Lowest unoccupied orbital energy in eV: -0.21
Energy in eV: -167320.3325
HOMO in eV: -9.7

Each line ends with the Löwdin charge.
Cartesian coordinates (Å):
S1 17.09286 1.42857 -2.80058  0.7389
S2 30.32727 -4.90176 -5.62019  0.7554
S3 16.89281 -12.90894 -4.59509  0.7275
S4 22.48050 -11.45263 -11.28604  0.7020
S5 21.02594 -3.01606 -8.28636  0.7308
S6 14.81725 -6.63741 -9.88793  0.7477
O1 22.60043 -10.42659 -12.30819  -0.3451
O2 24.56706 4.88791 -6.04483  -0.0854
O3 14.16122 -1.03223 -11.01238  -0.0643
O4 17.77627 0.49680 -1.87365  -0.3805
O5 20.64651 -1.15557 1.47079  -0.0570
O6 14.94939 -6.08856 -11.53005  -0.2143
O7 22.22042 5.80575 -7.93319  -0.0861
O8 17.05437 1.24538 -4.26299  -0.3638
O9 13.39224 -7.30056 -10.27342  -0.2120
O10 20.16330 -3.12266 -9.50248  -0.3653
O11 19.46345 -3.22642 -14.02083  -0.0597
O12 31.69879 -5.21915 -6.06159  -0.3638
O13 20.81345 -3.37982 -0.56873  -0.0772
O14 27.73017 -5.79421 -0.57970  -0.0742
O15 24.97195 -9.76045 -5.19122  -0.0649
O16 25.48896 0.40331 -3.30469  -0.0640
O17 15.58532 1.75839 -10.98033  -0.0768
O18 16.65188 -13.63224 -3.32887  -0.3332
O19 15.87573 -7.62727 -9.74007  -0.2450
O20 24.61819 -5.67965 -2.63081  -0.0785
O21 23.20448 -11.26469 -10.00367  -0.3745
O22 14.66645 -5.58035 -8.91221  -0.2357
O23 13.53538 -3.04706 -4.83970  -0.0371
O24 22.91893 2.35885 -2.94060  -0.0861
O25 21.76631 -1.81366 -7.94004  -0.3408
O26 29.93424 -4.57479 -4.21163  -0.3853
O27 21.29715 -5.83741 -13.94128  -0.0501
O28 23.19272 -9.65986 -2.75859  -0.0545
O29 11.90562 -2.43798 -6.97302  -0.0573
O30 17.52657 -13.61011 -5.74846  -0.3778
C1 25.81165 -5.12524 -2.00200  -0.2109
C2 16.59353 3.96999 -2.30874  -0.2644
C3 23.04812 4.60021 -7.86745  -0.2042
C4 20.72714 -11.87682 -10.91031  -0.2170
C5 19.92536 -5.70641 -13.76343  -0.2899
C6 24.99316 -10.71522 -4.11968  -0.2546
C7 20.05334 -3.77320 -6.86646  -0.1778
C8 22.13249 -4.46459 -8.40291  -0.2328
C9 21.53463 -2.23870 1.41735  -0.2664
C10 24.52902 4.88971 -7.46102  -0.2230
C11 29.16556 -6.29795 -6.17891  -0.1688
C12 12.72480 -6.56167 -11.22711  -0.2120
C13 15.33665 -12.13623 -5.21519  -0.2377
C14 19.24378 -4.56730 -14.46847  -0.2290
C15 26.50900 -6.24280 -1.16643  -0.2404
C16 28.34490 -4.29435 -7.33395  -0.2395
C17 17.68314 -11.26095 -4.36050  -0.1959
C18 28.53699 -5.72922 -7.48533  -0.2600
C19 15.13979 -10.88013 -4.41387  -0.2288
C20 12.32268 -3.55688 -4.94192  -0.3263
C21 15.54788 0.69822 -10.01359  -0.2150
C22 20.31803 -12.80886 -12.08400  -0.1881
C23 21.32282 -5.68700 -8.00638  -0.2372
C24 29.67235 -3.60201 -6.77083  -0.1793
C25 20.92664 -3.51396 0.85417  -0.2268
C26 21.54956 -13.78615 -12.31626  -0.2023
C27 15.46247 -0.68051 -10.75407  -0.2624
C28 17.81113 3.15877 -2.49773  -0.2147
C29 22.91218 -13.10153 -12.05884  -0.1964
C30 24.23280 0.45452 -3.98638  -0.2309
C31 11.43327 -2.56075 -5.66279  -0.2547
C32 16.49303 -10.29393 -3.82167  -0.1501
C33 15.37738 1.81522 -2.13886  -0.1746
C34 13.77544 -6.23569 -12.31737  -0.1584
C35 23.73289 -10.82242 -3.35979  -0.2653
C36 15.65452 3.18166 -1.35097  -0.1805
C37 20.27897 -5.32598 -6.93333  -0.1965
C38 23.05477 0.92867 -3.12186  -0.2184
H1 21.95726 -6.52955 -7.73126  0.1110
H2 19.91018 -3.73734 1.17822  0.1227
H3 12.07097 -7.36335 -11.57053  0.1342
H4 19.94016 -3.06303 -0.81088  0.0785
H5 21.40763 5.55416 -8.37779  0.0734
H6 18.41951 3.03447 -1.60190  0.1035
H7 29.54090 -2.60806 -6.34319  0.0979
H8 22.92637 -11.06388 -4.05212  0.1129
H9 23.63831 -8.92975 -3.19446  0.0741
H10 25.89144 -10.46807 -3.55390  0.1215
H11 29.70974 -7.24236 -6.18682  0.0977
H12 14.73580 1.70131 -11.42378  0.0759
H13 20.53948 -5.81294 -5.99360  0.1045
H14 16.50024 -10.20876 -2.73503  0.1004
H15 12.15196 -5.77335 -10.73875  0.1332
H16 23.14307 4.32338 -8.91742  0.1019
H17 18.36235 3.39242 -3.40861  0.1054
H18 15.50451 -11.93570 -6.27335  0.1021
H19 18.16548 -4.72536 -14.48788  0.1124
H20 16.20338 3.03915 -0.42010  0.1106
H21 28.39075 -6.34745 -5.41385  0.0869
H22 28.12713 -3.92715 -8.33686  0.1143
H23 20.19979 -10.94795 -10.69311  0.1046
H24 14.42321 -11.08091 -3.61744  0.1057
H25 14.80009 0.91324 -9.25026  0.1120
H26 23.37179 2.82026 -3.65026  0.0632
H27 20.40975 -3.38652 -5.91172  0.0916
H28 25.67203 -4.29068 -1.31490  0.1214
H29 21.63319 -4.27106 1.19432  0.1150
H30 25.79271 1.30047 -3.14841  0.0808
H31 14.92210 2.13104 -3.07752  0.0810
H32 11.99865 -3.56097 -3.90120  0.1262
H33 13.69539 -7.13605 -12.92651  0.1233
H34 14.60159 -10.10746 -4.96290  0.1055
H35 16.47377 0.72029 -9.43884  0.1102
H36 28.32085 -5.57652 -1.30447  0.0755
H37 20.80477 -6.16324 -8.83881  0.1051
H38 21.50612 -14.33502 -13.25698  0.1087
H39 26.81124 -7.02292 -1.86511  0.1117
H40 22.65429 -4.47114 -9.35987  0.1077
H41 11.63303 -1.57458 -5.24365  0.1202
H42 23.92252 -5.11452 -2.28692  0.0704
H43 19.49969 -13.43919 -11.73600  0.1098
H44 12.42761 -4.56120 -5.35231  0.1272
H45 20.18541 -12.16977 -12.95696  0.1094
H46 23.38692 -13.66104 -11.25281  0.0899
H47 24.29911 1.11414 -4.85160  0.1127
H48 19.44843 -6.67077 -13.93847  0.1165
H49 23.13194 0.48654 -2.12855  0.1135
H50 13.79473 -1.35267 -10.18498  0.0850
H51 21.48678 -6.62591 -13.42755  0.0856
H52 18.44266 -11.52300 -3.62391  0.0860
H53 18.20738 -10.83718 -5.21705  0.0972
H54 25.40553 -11.66751 -4.45314  0.1189
H55 16.04156 -0.74349 -11.67537  0.1273
H56 14.85601 0.96441 -1.70023  0.0977
H57 22.53993 3.75115 -7.41032  0.1154
H58 13.63910 -5.34756 -12.93441  0.1350
H59 29.16826 -5.98310 -8.33689  0.1185
H60 16.67938 -9.27510 -4.16129  0.0947
H61 20.14556 -1.15733 0.65186  0.0750
H62 11.27381 -1.98847 -7.53903  0.0897
H63 10.40492 -2.82725 -5.41867  0.1181
H64 22.06871 0.64903 -3.49278  0.1098
H65 23.68275 -12.86080 -12.79122  0.0982
H66 16.16201 4.03529 -3.30756  0.1147
H67 19.36925 -5.90092 -7.10644  0.1034
H68 25.28681 4.16219 -7.75184  0.1132
H69 22.37265 -1.94014 0.78752  0.1168
H70 19.84841 -5.69700 -12.67619  0.1144
H71 21.48755 -14.54269 -11.53402  0.1032
H72 24.45492 -10.07686 -5.93564  0.0842
H73 23.73676 -11.67053 -2.67509  0.1232
H74 16.81845 4.97746 -1.95874  0.1201
H75 22.89317 -4.40431 -7.62456  0.1033
H76 20.87446 -12.47611 -10.01185  0.0978
H77 24.80915 5.86416 -7.86112  0.1185
H78 21.93153 -2.40532 2.41875  0.1188
H79 27.64321 -6.26157 -7.81070  0.1186
H80 14.72266 3.72639 -1.19931  0.1063
H81 27.53976 -3.95525 -6.68214  0.1173
H82 25.01298 5.69244 -5.77009  0.0803
H83 13.86849 -2.88542 -5.72542  0.0958
H84 14.51400 -12.84010 -5.08904  0.1047
H85 30.34923 -3.49743 -7.61878  0.0915
H86 19.03531 -3.38705 -6.91759  0.0933
H87 25.84841 -6.57908 -0.36728  0.1206
H88 19.61556 -4.58754 -15.49291  0.1222
H89 19.56096 -3.23294 -13.06582  0.0774
H90 24.02676 -0.55779 -4.33405  0.1176
H91 15.86790 -1.42578 -10.06975  0.1097
H92 26.51438 -4.88971 -2.80124  0.1068

No. 4
# C8H4AlBrCl2GdNO3

C8H4AlBrCl2GdNO3 as an isolated structure (wB97M-V/def2-TZVPD, the Open Molecules 2025 dataset).

Multiplicity: 8
Lowest unoccupied orbital energy (spin up / spin down) in eV: -17.92 / -17.92
Energy in eV: -138464.9432
Total charge: +4
HOMO (spin up / spin down) in eV: -20.3 / -20.3

Each line ends with the Löwdin charge.
Cartesian coordinates (Å):
Gd1 -0.44289 0.37059 -0.01722  1.3913
Br1 -2.84822 1.09223 5.14732  0.9010
Cl1 2.64207 -0.51115 2.01599  0.4068
Cl2 0.63332 -1.11594 -1.63273  0.0558
Al1 4.50037 -0.23573 0.92461  0.6408
O1 -2.51442 0.03751 -2.80609  0.2294
O2 4.17581 -0.24826 -2.34856  0.3104
O3 5.03955 2.91455 1.26440  0.3329
N1 -1.53211 -0.72279 1.64977  -0.2086
C1 4.25736 -0.38458 -1.18633  0.1467
C2 5.06786 1.73688 1.17171  0.1669
C3 -2.53102 -0.18497 3.74963  -0.6036
C4 -2.14635 -1.95393 1.67870  -0.0572
C5 -3.16111 -1.40342 3.79131  -0.0096
C6 -2.94739 -2.32003 2.75613  0.0421
C7 -1.92148 0.28358 -1.83525  -0.1005
C8 -1.69531 0.15861 2.68787  -0.1826
H1 -1.13897 1.08638 2.62530  0.0950
H2 -1.95793 -2.61670 0.81659  0.1431
H3 -3.39109 -3.31652 2.75264  0.1539
H4 -3.80547 -1.66961 4.61565  0.1459

No. 5
# C2H4NO2

A 2-piece molecular cluster, C2H4NO2 overall (wB97M-V/def2-TZVPD, the Open Molecules 2025 dataset).

Lowest unoccupied orbital energy in eV: -6.12
Energy in eV: -7711.7375
Total charge: +1
Energy above the lowest of the compared OMol25 structures with the same formula, charge and spin in kJ/mol: 407.1
HOMO in eV: -14.9

Each line ends with the Löwdin charge.
Cartesian coordinates (Å):
O1 1.18460 -0.30000 1.23823  0.0897
O2 0.89198 3.05296 0.30644  0.3328
N1 0.50061 0.23939 0.44682  -0.1211
C1 1.61496 2.21210 0.33511  0.1912
C2 -0.47563 -0.49715 -0.41373  0.0354
H1 -0.82892 0.27698 -1.07355  0.0942
H2 2.42764 1.45181 0.47659  0.1848
H3 -1.24052 -0.80487 0.29305  0.1157
H4 -0.13852 -1.39267 -0.78765  0.0773

No. 6
# C4H6O

A 2-piece molecular cluster, C4H6O overall (wB97M-V/def2-TZVPD, the Open Molecules 2025 dataset).

SMILES string: CC=O.C#C
Lowest unoccupied orbital energy in eV: 0.94
Energy in eV: -6288.1177
Energy above the lowest of the compared OMol25 structures with the same formula, charge and spin in kJ/mol: 366.7
HOMO in eV: -9.4

Each line ends with the Löwdin charge.
Cartesian coordinates (Å):
O1 0.70332 -1.30295 -0.41486  -0.0401
C1 -2.35272 -0.02453 -0.34812  0.0552
C2 1.70081 0.53307 0.51898  -0.0717
C3 1.74896 -0.96581 0.05015  -0.2763
C4 -1.54439 -0.82969 0.01312  -0.0218
H1 1.51173 1.10767 -0.40627  0.0621
H2 -1.29318 -1.65443 0.45953  -0.0186
H3 2.71587 -1.53590 -0.01373  0.1221
H4 2.60942 0.79991 1.09176  0.0508
H5 -2.87911 0.73434 -0.73440  -0.0223
H6 0.54714 0.86066 1.06242  0.1606